165
Properties=species:S:1:pos:R:3:forces:R:3 method="wB97M-V/def2-TZVPD" total_energy_ha=-4318.746434 orbital_gap_ev=7.7 relative_energy_kcal_mol=0.0 e_lumo_ha=0.0167
Sb 3.45638 -2.40030 1.50902 0.0956 -0.0106 0.1711
Y -0.28502 1.44566 -0.64855 1.5787 0.2296 -0.3302
F -1.73678 -3.84878 -1.12457 0.0275 0.0220 -0.0023
F -2.17492 3.93440 -7.11436 -0.0271 0.0069 0.0025
F -2.73275 3.17876 -2.51863 0.2843 0.1201 -0.1753
F 1.78708 -3.98338 -4.23059 -0.0346 0.0335 0.0558
F -0.43409 -5.14794 -3.16554 0.0108 0.0240 0.0304
F 1.57771 4.04301 -4.30893 0.0049 0.0133 0.0346
F 2.67845 -1.67593 -3.40591 -0.0220 0.0109 0.0045
F -0.81894 -1.51265 -0.21737 -0.0704 -0.2047 0.1271
F -3.75119 3.33534 -4.96193 0.0210 -0.0005 -0.0027
F 0.49432 4.33518 -6.71996 -0.0590 -0.0102 0.0747
N -2.72693 0.35174 1.16813 -0.0033 0.1053 -0.0020
N -2.95757 2.69874 0.34316 0.0368 -0.1115 -0.0407
N 2.31361 2.47981 -0.69696 -0.2934 -0.0654 0.0988
N -1.96034 0.50102 -1.92026 -0.5256 -0.1559 -0.2240
N -3.19858 0.69000 -1.34668 -0.0315 0.0868 0.0033
N 0.02008 3.40144 -2.02153 -0.2397 -0.6869 -0.1456
N 1.36866 -0.25915 -1.13771 -0.5081 -0.0114 -0.1781
N -1.38058 0.42258 1.36833 -0.1146 0.1415 -0.4693
N -1.63538 2.97548 0.56303 -0.4004 0.4104 0.3124
C -1.64716 3.83680 -5.88898 -0.1013 -0.0086 -0.0461
C 7.89863 -2.03255 1.01435 -0.0136 -0.0208 -0.0034
C 8.04484 -0.65520 1.02270 -0.0088 0.0054 0.0050
C 2.75935 -6.10448 -1.65268 -0.0226 0.0191 0.0096
C -4.98359 -1.98385 1.09470 -0.0225 -0.0144 -0.0332
C 3.18808 -4.04296 0.16963 0.0586 0.0197 -0.1412
C 1.83909 -5.85650 -0.64179 0.0004 -0.0100 -0.0028
C 2.78185 0.09558 -1.20268 -0.0230 -0.1506 0.2243
C 2.95146 1.52666 -1.62486 0.1633 0.0985 -0.0120
C 3.82861 -5.80195 3.03199 0.0308 0.0782 0.0172
C 4.30771 -2.45488 5.72045 -0.0162 -0.0091 -0.0370
C 0.00864 0.54097 -4.35111 -0.0525 0.0274 -0.0799
C -3.71680 3.71015 0.81905 0.0185 -0.0344 -0.0421
C 1.03483 0.74683 3.12440 -0.0322 -0.0172 0.0703
C 4.31099 -4.80159 5.24918 -0.0074 0.0022 0.0058
C 4.08374 -4.26619 -0.87427 -0.0311 0.0033 0.0412
C -0.24672 4.36798 3.27426 0.0272 0.0272 0.0179
C -6.40358 -0.67165 -2.67308 0.0092 -0.0208 -0.0416
C -2.17171 0.00027 -3.15077 0.0052 -0.0463 0.0673
C -5.69320 5.05388 0.12840 -0.0441 0.0293 0.0325
C 6.92334 0.15308 1.12954 -0.0383 -0.0490 -0.0235
C -2.25883 -0.95681 2.88312 -0.0298 0.0256 0.0312
C -0.14097 6.16981 1.51545 -0.0019 0.0197 0.0575
C -3.28024 -0.47652 2.07774 0.0724 -0.0318 0.0095
C 5.67085 -0.43872 1.20946 0.1477 -0.0926 -0.0807
C 3.86161 -3.25693 3.45946 0.0083 -0.0894 0.0815
C -1.08288 -0.48663 -4.07117 0.0014 0.0401 0.0164
C 4.00682 -2.21717 4.39026 0.1805 -0.1304 -0.0197
C -5.21869 -1.19682 3.48643 0.0026 -0.0807 -0.0010
C -4.73706 -0.83799 2.08305 0.0224 -0.0399 -0.0098
C 3.87963 -5.29777 -1.78164 -0.0615 0.0491 0.0052
C -5.81540 3.52805 2.14651 -0.0084 0.0196 0.0116
C 0.01384 -3.97558 -2.69864 -0.0870 -0.1132 0.0047
C 2.99160 2.44884 0.60313 -0.0592 0.0777 0.0070
C -4.15759 0.33059 -2.21932 0.0056 0.0275 0.0680
C -0.30274 4.05736 -5.67998 0.2424 0.0305 -0.0162
C 0.23690 3.93312 -4.41259 0.1730 0.0477 -0.2358
C -5.63817 0.45936 -1.98870 0.0207 0.0412 -0.0648
C 5.50762 -1.82932 1.18945 0.0152 0.0822 -0.0501
C 0.49861 -1.57489 3.91499 0.0033 -0.0099 0.0295
C 2.02787 -4.82221 0.26998 -0.0725 0.0487 -0.0761
C -1.66738 -0.99662 -5.38566 0.0218 0.0075 -0.0771
C -0.50989 3.60114 -3.27919 -0.0643 0.0065 0.4896
C 0.98272 -4.53732 1.32084 0.0628 -0.0289 -0.0026
C 1.01550 -1.48052 -1.67563 0.1752 0.2291 0.2593
C 1.14757 -3.39083 -3.21480 0.2035 -0.0149 -0.1272
C 4.00793 -4.57895 3.90116 -0.0708 0.0349 0.0164
C 6.64654 -2.64327 1.10303 -0.0162 0.0596 0.0613
C -5.21628 3.74266 0.75341 0.0200 0.0252 0.0361
C 4.46028 -3.76531 6.15337 -0.0079 -0.0098 -0.0510
C 2.36812 3.83401 -1.30851 0.0488 -0.0437 0.0939
C -1.87922 3.42886 -3.53713 -0.2801 -0.0691 0.1123
C 1.62532 -2.18500 -2.72887 0.1218 -0.0704 -0.1310
C -6.11031 1.82546 -2.50043 0.0113 0.0168 -0.0200
C 0.97796 4.39719 -1.55865 -0.1875 -0.0746 0.0426
C -2.87071 4.65163 1.37164 0.0246 0.0355 0.0351
C -1.08861 -0.36694 2.38814 0.0933 -0.1360 0.0945
C -0.30015 4.67138 1.77098 -0.0369 0.0096 0.0537
C -3.53814 -0.11021 -3.37576 -0.0576 -0.0497 -0.0442
C -1.58060 4.13470 1.20396 -0.0462 0.0951 -0.0017
C -0.13513 -2.12837 -1.19718 -0.0522 0.0418 0.0386
C 6.59911 -4.14889 1.13063 0.0657 0.0332 0.0440
C 0.34794 -0.57402 2.77809 -0.0748 0.0528 -0.0239
C -2.43472 3.51764 -4.79842 -0.0604 -0.0125 0.0334
C -0.63629 -3.31827 -1.67226 -0.0483 0.0005 0.0303
B -3.43203 1.23431 0.10029 0.0970 -0.0174 0.1661
H 3.77366 -5.56878 1.97354 0.0434 0.0187 0.0025
H 0.85066 6.51155 1.82016 -0.0286 -0.0099 0.0135
H 4.95980 -3.63496 -0.97831 -0.0386 -0.0055 -0.0022
H -4.42700 -2.87268 1.40171 -0.0185 0.0167 -0.0192
H 0.26532 -5.35421 1.39512 -0.0043 -0.0051 -0.0140
H -0.61954 -1.33982 -3.57506 -0.0357 0.0056 0.0098
H -6.90627 3.49758 2.09556 0.0336 0.0098 -0.0014
H 7.32494 -4.53849 1.84659 -0.0017 0.0222 0.0028
H 2.58804 -6.91468 -2.35076 -0.0081 0.0187 0.0130
H -6.02601 -1.65098 -2.37385 -0.0069 0.0246 0.0075
H 3.89815 -1.18564 4.06256 -0.0085 -0.0192 -0.0004
H 1.42391 -4.39125 2.31218 0.0106 -0.0143 -0.0353
H -2.35202 -1.64006 3.71129 0.0109 0.0359 -0.0394
H -0.87692 6.72814 2.09933 0.0168 -0.0028 -0.0310
H -0.47653 3.32018 3.47352 0.0215 0.0282 -0.0190
H -5.57015 2.64192 -2.01848 0.0053 -0.0149 -0.0191
H -5.30833 0.02471 1.73815 0.0144 0.0601 0.0380
H -6.78038 5.04857 0.02195 0.0344 0.0109 0.0117
H -6.04587 -2.23866 1.05248 0.0414 0.0132 0.0084
H 0.61499 4.81379 -0.61632 -0.0564 0.0243 -0.0144
H 3.36236 -0.51819 -1.88555 -0.0125 -0.0024 -0.0292
H 9.03238 -0.21524 0.95647 -0.0172 -0.0124 0.0014
H -0.85914 -1.34417 -6.03203 -0.0318 0.0071 0.0149
H -0.36949 1.33001 -5.00412 0.0071 -0.0016 -0.0054
H -4.02275 -0.48185 -4.26230 0.0255 0.0221 0.0482
H -4.65139 -1.71660 0.08738 -0.0113 0.0002 0.0566
H 0.65775 1.14275 4.07100 -0.0017 -0.0022 -0.0151
H -3.15157 5.57797 1.84813 0.0216 -0.0489 -0.0419
H 0.52600 4.13637 1.29479 0.0005 -0.0377 -0.0415
H 4.02461 1.76125 -1.71337 -0.0277 0.0591 0.0025
H 0.42392 -3.62874 1.07291 0.0213 0.0126 0.0234
H 2.49269 1.67704 -2.60345 0.0104 -0.0474 -0.0168
H -5.25047 5.20542 -0.85786 -0.0088 -0.0186 0.0294
H -0.97674 4.98093 3.80877 0.0108 -0.0412 -0.0166
H 4.79910 0.20127 1.29030 -0.0009 0.0038 0.0172
H 5.61960 -4.51918 1.41002 -0.0786 -0.0328 0.0307
H 4.58603 -5.46264 -2.58603 -0.0164 -0.0008 0.0207
H 4.41811 -1.62815 6.41120 0.0032 -0.0111 -0.0134
H 0.39852 1.00965 -3.44677 0.0306 -0.0107 0.0497
H 0.85118 -0.97893 1.89244 -0.0539 0.0019 0.0062
H 2.11446 0.60340 3.21961 -0.0115 -0.0116 0.0181
H 0.04072 -1.19195 4.83176 0.0013 -0.0161 -0.0185
H 7.02039 1.23179 1.14787 -0.0009 -0.0161 0.0064
H 4.07458 2.60397 0.50091 0.0007 0.0194 -0.0095
H -6.29988 -1.34740 3.48548 0.0301 -0.0146 0.0006
H -5.92740 1.90707 -3.57444 -0.0143 -0.0012 0.0262
H 0.85143 0.05669 -4.84910 -0.0151 0.0129 -0.0123
H -5.42052 5.90639 0.75560 -0.0089 -0.0222 -0.0309
H -5.83583 0.39948 -0.91998 -0.0012 -0.0208 0.0292
H 0.86036 1.50891 2.36038 -0.0140 -0.0059 -0.0116
H -5.55060 2.92662 0.11733 0.0159 -0.0063 -0.0266
H -5.52809 4.34211 2.81688 -0.0079 -0.0340 -0.0159
H 4.43107 -5.82574 5.58808 -0.0091 0.0218 -0.0040
H 3.25620 -0.05657 -0.22050 -0.1003 0.0431 -0.1124
H 1.05409 5.24826 -2.24183 0.0373 -0.0097 -0.0160
H -4.75627 -2.12445 3.83380 -0.0042 0.0381 -0.0055
H 8.78018 -2.66264 0.95153 -0.0192 0.0214 -0.0037
H 0.74418 4.58897 3.68052 -0.0453 0.0142 -0.0180
H 1.55450 -1.76314 4.11978 -0.1463 0.0124 0.0109
H -2.35409 -1.83130 -5.23126 0.0248 0.0363 0.0077
H 2.82381 1.49438 1.10334 0.0184 0.0321 -0.0434
H 4.69299 -3.97794 7.18977 -0.0022 0.0036 -0.0300
H 6.84564 -4.56896 0.15296 0.0034 0.0039 0.0146
H 0.02705 -2.52956 3.67361 0.0082 0.0047 -0.0105
H -7.46068 -0.61616 -2.40867 0.0041 0.0042 -0.0178
H 2.58966 3.23617 1.24292 0.0206 -0.0212 0.0050
H -2.20018 -0.20041 -5.91422 0.0260 -0.0316 0.0163
H 0.94883 -6.47151 -0.56432 0.0114 0.0009 -0.0082
H -6.33091 -0.59720 -3.76078 0.0048 -0.0012 0.0364
H 2.90636 -6.32703 3.29581 0.0162 0.0208 0.0152
H 4.65257 -6.50175 3.18515 -0.0123 0.0154 0.0015
H 2.92230 3.77400 -2.24410 -0.0030 -0.0166 -0.0366
H -5.46434 2.59157 2.58802 -0.0080 0.0328 -0.0367
H -4.60171 1.20621 0.29457 0.1029 -0.0362 -0.0033
H 2.92170 4.51039 -0.65022 0.0307 -0.0102 -0.0064
H -0.28693 6.42443 0.46552 0.0142 -0.0194 0.0086
H -4.98130 -0.41040 4.20458 -0.0095 -0.0043 -0.0255
H -7.17944 1.95843 -2.32036 0.0200 -0.0138 0.0046